Record 1
A structure of composition C20H34N4O3PSV, computed with ωB97M-V/def2-TZVPD.

```
64
Properties=species:S:1:pos:R:3:forces:R:3:lowdin_charge:R:1
V -0.596 -1.414 1.059 -0.07 0.25 -0.12 0.7537
N -0.418 -6.131 0.453 -0.07 0.04 0.00 0.0828
C -0.488 -4.845 0.890 0.03 -0.12 -0.05 -0.5069
S 0.345 -3.659 -0.272 0.05 -0.24 -0.13 0.7347
N -1.081 -4.551 1.981 -0.01 -0.05 -0.02 0.0092
N -1.053 -3.198 2.372 0.00 0.01 -0.02 -0.0694
C -1.420 -3.103 3.603 -0.04 0.07 0.11 -0.0936
C -1.490 -1.920 4.422 0.01 -0.05 -0.05 -0.1529
C -1.999 -2.064 5.722 0.01 0.05 0.04 -0.0737
C -2.054 -1.009 6.604 0.01 -0.01 -0.05 -0.1294
C -1.565 0.236 6.180 0.00 0.01 0.02 -0.1118
C -1.048 0.409 4.921 -0.01 0.04 0.04 -0.0232
C -1.000 -0.658 3.985 0.00 -0.05 -0.02 -0.3707
O -0.514 -0.470 2.813 0.05 0.17 0.04 -0.1890
H -0.184 -6.201 -0.532 0.01 0.00 0.03 0.0620
H -1.097 -6.772 0.833 0.05 0.05 -0.02 0.0909
H -1.692 -4.040 4.093 0.00 0.02 -0.02 0.1139
H -2.355 -3.042 6.027 -0.01 -0.02 0.00 0.1012
H -2.456 -1.137 7.600 0.00 0.00 0.01 0.0832
H -1.593 1.080 6.860 0.00 0.01 0.01 0.0922
H -0.668 1.368 4.593 0.00 0.00 0.00 0.1069
C 1.701 3.597 -1.469 0.01 -0.03 0.00 -0.0888
C 1.412 2.420 -0.534 -0.04 0.00 0.01 -0.5960
C 2.750 1.840 -0.055 -0.01 -0.04 -0.01 -0.1019
C 0.704 2.928 0.734 0.00 0.03 0.01 -0.1049
P 0.373 0.984 -1.229 0.06 -0.07 -0.04 0.8174
N -0.115 0.091 -0.090 -0.16 -0.15 0.30 -0.3439
C 1.460 0.030 -2.474 -0.01 -0.01 -0.02 -0.5839
C 0.532 -0.900 -3.271 -0.06 0.00 0.04 -0.0960
C 2.384 -0.899 -1.664 0.02 0.03 0.04 -0.1033
C 2.302 0.844 -3.462 -0.02 -0.04 0.02 -0.0917
C -1.112 1.722 -2.167 -0.03 0.03 0.05 -0.5943
C -1.738 2.795 -1.262 -0.02 0.00 -0.04 -0.1102
C -0.854 2.340 -3.543 0.02 -0.02 0.03 -0.0899
C -2.180 0.623 -2.292 0.04 -0.01 0.01 -0.1001
H 2.359 4.304 -0.951 0.01 0.01 0.01 0.0816
H 0.800 4.142 -1.743 -0.05 0.02 -0.02 0.0556
H 2.206 3.292 -2.385 0.00 0.00 -0.02 0.0578
H 3.268 2.604 0.533 0.01 0.01 0.01 0.0782
H 3.407 1.559 -0.874 0.01 0.00 -0.04 0.0521
H 2.589 0.970 0.583 -0.01 -0.02 0.00 0.0840
H 1.420 3.497 1.334 0.04 0.02 0.00 0.0769
H 0.338 2.086 1.324 0.00 -0.02 0.01 0.0640
H -0.131 3.588 0.511 0.04 -0.02 0.06 0.0523
H -0.128 -1.463 -2.609 0.02 0.00 -0.01 0.0665
H 1.148 -1.618 -3.819 -0.01 -0.01 0.00 0.0843
H -0.065 -0.361 -4.004 -0.06 0.02 -0.02 0.0538
H 1.897 -1.225 -0.743 0.02 0.02 -0.04 0.0364
H 3.329 -0.423 -1.410 0.00 0.00 0.05 0.0606
H 2.610 -1.791 -2.252 0.03 0.00 -0.04 0.0810
H 1.702 1.518 -4.072 -0.04 0.04 -0.02 0.0600
H 2.809 0.152 -4.143 0.01 -0.01 -0.01 0.0834
H 3.075 1.429 -2.968 0.02 0.01 0.03 0.0543
H -1.142 3.704 -1.211 0.00 0.01 -0.03 0.0521
H -1.883 2.410 -0.253 -0.02 -0.01 0.01 0.0814
H -2.715 3.069 -1.671 -0.02 0.00 -0.01 0.0782
H -0.085 3.112 -3.525 0.03 0.03 0.02 0.0603
H -1.780 2.806 -3.897 -0.01 0.01 -0.01 0.0810
H -0.569 1.593 -4.282 0.04 -0.02 -0.02 0.0568
H -2.276 0.078 -1.352 0.01 0.02 -0.02 0.0624
H -1.963 -0.092 -3.079 0.05 -0.06 -0.03 0.0612
H -3.140 1.093 -2.529 -0.02 0.02 -0.02 0.0766
O -0.880 -2.777 -0.509 0.11 0.03 0.00 -0.6022
O 0.609 -4.549 -1.432 -0.02 0.00 -0.01 -0.5131
```
Positions in Å, forces in eV/Å.

Summary:
LUMO level (spin up / spin down), hartree: 0.1017 / 0.1013
2S+1: 4
Kohn-Sham gap (spin up / spin down), Eh: 0.221 / 0.275
Highest occupied orbital energy (spin up / spin down), eV: -3.2528 / -4.7360
F_max, eV/Å: 0.4
Calculated total energy, a.u.: -2910.86450
Charge: -1



Record 2
A cluster of 2 separate species, C3H11O in total, computed with ωB97M-V/def2-TZVPD.

```
15
Properties=species:S:1:pos:R:3:forces:R:3:lowdin_charge:R:1
O -0.354 -1.964 1.246 -0.38 1.18 0.03 -0.0932
H -1.011 -2.347 1.905 -0.39 0.25 0.28 0.0460
H 0.206 -2.762 0.916 0.63 -0.23 -0.52 0.0394
H -0.331 -0.886 1.010 -0.24 -1.74 0.36 0.0965
C -0.812 0.324 -1.335 -0.90 0.10 0.33 -0.1521
C 0.464 0.942 -0.747 1.67 0.27 -1.69 -0.3347
C 0.821 0.933 0.752 -1.37 -0.33 -1.34 -0.1512
H -1.173 0.870 -2.228 0.30 0.04 0.51 0.0700
H -1.637 0.364 -0.589 0.32 -0.19 -0.51 0.0616
H -0.700 -0.709 -1.706 0.08 0.29 0.60 0.0609
H 0.612 1.954 -1.123 -0.64 0.33 0.17 0.0893
H 1.291 0.473 -1.312 -0.05 -0.13 0.43 0.0991
H 1.528 1.715 0.969 0.44 0.11 0.16 0.0693
H -0.111 1.151 1.284 0.23 -0.16 0.47 0.0659
H 1.207 -0.058 0.959 0.31 0.23 0.72 0.0332
```
Positions in Å, forces in eV/Å.

Summary:
LUMO level (spin up / spin down), hartree: 0.0431 / 0.0214
2S+1: 2
Kohn-Sham gap (spin up / spin down), Eh: 0.223 / 0.440
Highest occupied orbital energy (spin up / spin down), eV: -4.8835 / -11.3993
F_max, eV/Å: 2.4
Calculated total energy, a.u.: -195.96223
Charge: 0



Record 3
A cluster of 5 separate species, C25H27BN5O4P in total, computed with ωB97M-V/def2-TZVPD.

```
63
Properties=species:S:1:pos:R:3:forces:R:3:lowdin_charge:R:1
C 1.429 -1.548 3.023 0.14 0.03 -0.04 0.0176
B 1.626 -1.888 1.507 0.09 -0.03 0.07 -0.4916
O 2.475 -2.820 1.042 -0.06 0.62 -0.19 0.1591
C 0.759 -1.148 0.401 -0.41 -0.18 0.04 0.0327
C 1.077 -0.401 -0.658 0.05 0.00 -0.08 -0.1884
P 2.711 0.074 -1.299 0.05 -0.12 -0.04 0.7675
N 3.840 -0.996 -1.236 0.01 0.24 -0.04 -0.2788
C -0.180 0.090 -1.301 -0.15 0.02 0.03 -0.4298
O -0.340 0.783 -2.255 0.14 -0.07 0.03 0.1503
O -1.248 -0.405 -0.579 0.16 0.01 0.05 0.1091
C -0.744 -1.119 0.496 0.06 0.06 -0.06 -0.4024
O -1.461 -1.569 1.329 0.00 -0.11 0.02 0.1853
H 0.968 -2.425 3.489 -0.03 0.01 0.05 0.0826
H 0.797 -0.685 3.222 0.01 0.02 -0.01 0.0457
H 2.393 -1.396 3.518 -0.03 -0.01 0.02 0.0745
H 3.194 -3.068 1.637 -0.02 -0.72 0.10 0.0742
H 2.911 1.222 -0.514 0.03 0.05 0.01 0.0183
H 2.333 0.606 -2.540 -0.01 0.10 -0.03 0.0172
H 4.206 -1.245 -2.146 0.00 -0.14 0.04 -0.0209
N 4.844 -4.470 1.270 0.04 0.20 0.12 0.0473
C 5.514 -3.592 0.520 -0.01 -0.02 -0.07 -0.1343
C 6.865 -3.721 0.231 0.00 -0.04 0.00 -0.0626
C 7.553 -4.811 0.739 -0.01 0.01 -0.01 -0.0793
C 6.863 -5.732 1.512 -0.01 -0.01 -0.03 -0.0742
C 5.514 -5.517 1.747 0.01 0.00 0.01 -0.1456
H 4.941 -2.758 0.123 0.02 0.00 0.01 0.0693
H 7.360 -2.981 -0.383 -0.01 0.01 0.01 0.1031
H 8.607 -4.944 0.534 0.00 0.00 0.00 0.1047
H 7.356 -6.601 1.925 -0.01 0.00 0.00 0.1002
H 4.941 -6.219 2.343 0.01 0.01 0.02 0.1050
N 0.661 2.157 2.840 0.01 -0.01 0.00 0.0580
C 0.800 2.913 3.926 -0.01 -0.01 0.00 -0.1519
C -0.272 3.399 4.661 -0.01 0.00 0.00 -0.0707
C -1.557 3.084 4.249 0.01 -0.01 0.00 -0.0738
C -1.718 2.297 3.119 0.00 0.01 0.03 -0.0554
C -0.580 1.864 2.458 0.07 0.00 -0.07 -0.1493
H 1.818 3.143 4.222 0.00 0.00 0.00 0.1032
H -0.098 4.009 5.537 0.00 0.00 0.00 0.1011
H -2.418 3.445 4.797 0.00 0.00 0.00 0.1065
H -2.698 2.022 2.755 0.00 0.00 -0.01 0.1054
H -0.663 1.252 1.568 -0.09 0.03 0.00 0.0888
N -5.393 0.614 -1.418 0.00 0.00 0.00 0.0541
C -6.691 0.489 -1.153 0.00 -0.01 0.01 -0.1625
C -7.188 -0.190 -0.050 0.00 0.00 0.00 -0.0799
C -6.288 -0.775 0.827 0.01 0.00 -0.01 -0.0825
C -4.933 -0.655 0.564 0.01 -0.01 0.02 -0.0652
C -4.538 0.048 -0.566 -0.06 0.04 -0.02 -0.1429
H -7.369 0.957 -1.859 0.00 0.00 0.01 0.1004
H -8.256 -0.257 0.113 0.00 0.00 -0.01 0.0981
H -6.637 -1.316 1.697 0.00 0.00 0.00 0.1035
H -4.187 -1.096 1.212 0.01 0.00 -0.01 0.0915
H -3.487 0.161 -0.795 -0.04 0.00 -0.02 0.0846
N -1.098 4.601 -4.466 0.01 0.00 -0.01 0.0497
C -1.447 3.391 -4.029 -0.02 0.06 0.03 -0.1525
C -2.489 2.651 -4.568 -0.01 -0.02 0.01 -0.0659
C -3.208 3.193 -5.620 0.00 0.00 0.00 -0.0825
C -2.855 4.449 -6.088 0.00 -0.01 0.00 -0.0819
C -1.797 5.108 -5.479 0.00 -0.01 0.00 -0.1658
H -0.873 2.995 -3.201 0.02 -0.01 -0.02 0.0826
H -2.727 1.678 -4.161 0.00 0.01 0.01 0.1000
H -4.031 2.648 -6.065 0.00 0.00 0.00 0.1035
H -3.387 4.914 -6.906 0.00 0.00 0.00 0.0971
H -1.495 6.092 -5.820 -0.01 0.00 0.00 0.0990
```
Positions in Å, forces in eV/Å.

Summary:
LUMO level, hartree: -0.0458
Kohn-Sham gap, Eh: 0.297
SMILES: CB(O)C1=C([PH2]=N)C(=O)OC1=O.c1ccncc1.c1ccncc1.c1ccncc1.c1ccncc1
Highest occupied orbital energy, eV: -9.3177
F_max, eV/Å: 0.7
Calculated total energy, a.u.: -1909.81347
Charge: 0



Look up the F_max of the second one.
2.4 eV/Å



Among the records above, which one has the highest F_max?
C3H11O